{"formula": "C8H23KNO9S2", "method": "wB97M-V/def2-TZVPD", "elements": ["K", "C", "O", "H", "H", "H", "H", "O", "S", "O", "O", "C", "C", "C", "H", "H", "H", "H", "H", "H", "H", "H", "O", "S", "O", "O", "C", "C", "C", "H", "H", "H", "H", "H", "H", "H", "H", "C", "N", "O", "O", "H", "H", "H"], "positions_angstrom": [[0.218, 0.357, 0.254], [-3.158, -0.557, -1.030], [-2.611, -0.189, 0.167], [-3.236, -1.639, -0.922], [-4.169, -0.167, -0.915], [-2.604, -0.334, -1.942], [-3.347, 0.240, 0.608], [0.208, -1.681, 2.304], [0.134, -2.878, 3.139], [0.010, -2.677, 4.565], [-1.100, -3.913, 2.673], [-2.205, -3.401, 1.926], [-2.903, -2.238, 2.757], [1.575, -4.021, 2.798], [-2.904, -4.176, 1.609], [-1.763, -2.983, 1.022], [-3.437, -1.681, 1.988], [-2.300, -1.628, 3.430], [-3.616, -2.707, 3.436], [2.259, -4.022, 3.647], [2.129, -3.603, 1.958], [1.294, -5.042, 2.541], [1.767, 2.732, -0.413], [2.612, 3.467, -1.346], [3.581, 2.732, -2.147], [1.591, 4.381, -2.295], [0.386, 4.858, -1.758], [-0.467, 5.711, -2.714], [3.435, 4.807, -0.335], [0.633, 5.524, -0.931], [-0.273, 4.066, -1.404], [0.101, 6.387, -3.353], [-1.112, 6.428, -2.206], [-1.132, 5.223, -3.427], [4.229, 4.289, 0.203], [2.659, 5.437, 0.100], [3.917, 5.421, -1.096], [1.611, -3.086, -2.438], [1.095, -3.300, -1.053], [0.490, -2.384, -0.635], [1.205, -4.379, -0.475], [1.229, -4.002, -2.888], [2.697, -3.171, -2.427], [1.272, -2.202, -2.978]], "e_lumo_ev": [-0.514, -0.541], "homo_energy_ev": [-3.1, -7.4], "multiplicity": 2, "homo_lumo_gap_ev": [2.581, 6.813], "s2": 0.753}